Record 1
Computed, not measured: one molecule with the formula C2H5N3O at a distorted geometry, with wB97M-V/def2-TZVPD.

Element x y z (Å)
O1 -1.4945 -1.3820 1.1941
N1 -1.7149 0.0455 -0.5557
N2 0.3513 -0.4140 0.5919
N3 2.4936 0.5021 0.2203
C1 1.2574 0.4208 -0.0577
C2 -0.9991 -0.5943 0.3970
H1 -1.3228 0.5717 -1.3164
H2 2.9487 1.1806 -0.3932
H3 0.3645 -1.0676 1.3983
H4 -2.6672 -0.2752 -0.6187
H5 0.7831 1.0124 -0.8599

Calculated values
DFT total energy: -8672.9973 eV
HOMO energy: -9.81 eV
ΔE to the lowest compared entry with this formula, charge and spin: 0.645 eV
max |F|: 2.232 eV/Å

Atom charges from the natural (NBO) analysis, given in e for atoms 1 to 4: -0.659, -0.832, -0.660, -0.658

=====

Record 2
Computed, not measured: a 2-piece molecular cluster, C4H11O overall at a distorted geometry, with wB97M-V/def2-TZVPD.

Element x y z (Å)
O1 -2.2107 0.8251 0.6478
C1 -2.1511 0.3634 1.9008
C2 2.1730 0.6956 -0.7391
C3 1.0577 -0.2986 -0.4324
C4 1.0254 -1.4840 -1.4044
H1 0.0605 -1.9929 -1.3657
H2 2.1439 1.4821 0.0182
H3 1.1035 -0.6462 0.5978
H4 2.0168 1.1807 -1.6952
H5 -3.0909 -0.1477 2.1870
H6 -2.1024 1.1685 2.6484
H7 1.2006 -1.1305 -2.4144
H8 -1.3970 -0.3866 2.1134
H9 0.0880 0.2054 -0.4972
H10 3.1442 0.2267 -0.6371
H11 1.8179 -2.2027 -1.2058

Calculated values
DFT total energy: -6371.3003 eV
multiplicity: 2
HOMO energy (spin up / spin down): -10.87 / -10.28 eV
⟨S²⟩: 0.754
ΔE to the lowest compared entry with this formula, charge and spin: 0.000 eV
max |F|: 1.286 eV/Å

Atom charges from the natural (NBO) analysis, given in e for atoms 1 to 4: -0.270, -0.321, -0.605, -0.398

=====

Record 3
Computed, not measured: BF4H22O11 as an isolated structure at a distorted geometry, with wB97M-V/def2-TZVPD.

Element x y z (Å)
F1 0.4344 0.3084 -1.2681
F2 -0.6265 0.5382 0.6965
F3 -1.0392 -1.2322 -0.4814
F4 0.9689 -0.8734 0.4903
O1 0.4578 -1.1481 -2.6986
O2 0.6605 0.6038 2.1876
O3 0.0031 -3.2673 0.4712
O4 -1.2992 -1.3143 2.0294
O5 -0.4549 2.5008 -0.1203
O6 1.8778 1.4883 -0.0337
O7 -2.6274 -0.0333 -0.1348
O8 -1.5899 1.2505 1.8882
O9 1.9167 1.0398 -2.1689
O10 0.9250 -2.2845 2.2480
O11 -0.6785 1.7957 -2.1634
B1 -0.0640 -0.2957 -0.1823
H1 -0.2947 1.7213 -1.2897
H2 -1.8308 -0.5638 -0.1216
H3 0.3898 0.1215 1.4063
H4 1.6014 0.7374 2.0731
H5 -1.0845 2.6624 -2.1743
H6 0.4480 -2.7893 1.1711
H7 0.3134 -2.8558 -0.3354
H8 0.3621 2.9547 0.0861
H9 0.7431 -1.4280 1.8611
H10 -0.2813 1.5844 0.0946
H11 -0.9251 -0.6440 1.4577
H12 -0.2536 -1.7348 -2.9554
H13 0.1851 -0.7969 -1.8510
H14 1.3277 0.7136 0.0827
H15 -0.6390 1.2253 1.9952
H16 1.0423 0.6528 -2.1262
H17 2.0524 1.2242 -3.0983
H18 1.8800 -2.3285 2.2950
H19 -2.6567 0.3338 -1.0183
H20 -1.7636 0.6692 1.1478
H21 2.2782 1.3711 -0.8952
H22 -1.7588 -1.9075 1.4351

Calculated values
DFT total energy: -34411.2919 eV
HOMO energy: -5.33 eV
net charge: -1
ΔE to the lowest compared entry with this formula, charge and spin: 25.519 eV
max |F|: 16.178 eV/Å

Atom charges from the natural (NBO) analysis, given in e for atoms 1 to 4: -0.437, -0.445, -0.430, -0.486

=====

Record 4
Computed, not measured: HNOS2 as an isolated structure at a distorted geometry, with wB97M-V/def2-TZVPD.

Element x y z (Å)
S1 -0.2170 1.4910 0.0199
S2 -1.7795 -0.5952 -0.0650
O1 -0.3550 -1.1444 -0.1288
N1 0.7082 0.3564 0.0289
H1 1.6434 -0.1079 0.1451

Calculated values
DFT total energy: -25219.9860 eV
HOMO energy (spin up / spin down): -8.43 / -9.05 eV
ΔE to the lowest compared entry with this formula, charge and spin: 1.907 eV
max |F|: 4.520 eV/Å

Atom charges from the natural (NBO) analysis, given in e for atoms 1 to 4: 0.506, 0.472, -0.674, -0.756